# 1
This record from the Open Molecules 2025 dataset describes a cluster of 11 separate species, C29H43BrCl30N5O4 in total. The level of theory is wB97M-V/def2-TZVPD.

Structure (ORCA input):
```
! RIJCOSX wB97M-V def2-TZVPD def2/J DEFGRID3
* xyz 1 1
Br 1.06 2.14 3.41
Cl -1.41 13.10 6.88
Cl 7.98 12.19 2.36
Cl -7.45 9.43 2.93
Cl 2.07 13.50 2.68
Cl 5.19 12.94 2.72
Cl 2.75 10.06 2.60
Cl 1.18 13.61 8.12
Cl -0.72 14.25 3.04
Cl -3.67 -6.87 -0.17
Cl 7.25 4.67 1.18
Cl -3.12 6.32 0.42
Cl -6.55 9.12 0.18
Cl -4.16 -11.46 -1.27
Cl 1.04 12.60 5.39
Cl -6.72 -10.16 -1.78
Cl 1.01 -11.10 -4.74
Cl -6.23 -5.57 -0.69
Cl 5.69 6.55 2.76
Cl -0.71 -12.07 -2.59
Cl 3.17 7.51 3.95
Cl -4.72 10.15 2.21
Cl 7.41 7.52 0.62
Cl -1.29 7.34 2.44
Cl 5.86 10.36 1.55
Cl 1.65 9.62 5.26
Cl -0.05 11.67 1.87
Cl -4.02 6.63 3.17
Cl -5.09 -5.55 2.00
Cl 0.85 -13.95 -4.18
Cl -5.59 -10.14 0.90
O -2.36 -3.70 1.98
O -2.17 -8.42 -8.04
O -0.57 -8.38 -6.23
O -3.55 -1.79 -0.59
N 1.48 0.57 0.41
N -0.32 -1.15 0.61
N -1.59 -1.65 0.86
N 0.87 -1.83 0.25
N 3.33 -0.95 -0.15
C 1.65 -4.53 -2.77
C 3.63 -2.97 -1.86
C 0.43 13.37 2.02
C -1.36 3.70 2.82
C 0.30 -7.55 -3.91
C -0.01 0.35 0.75
C -0.98 1.61 1.16
C -0.82 2.12 2.71
C 6.34 12.06 1.70
C -2.27 -2.19 -0.37
C 2.05 8.87 3.71
C 2.00 -0.82 0.14
C 7.20 6.30 1.88
C 0.28 12.58 6.99
C -4.73 -5.52 0.26
C -1.64 -3.26 -1.45
C 2.19 -5.71 -3.81
C 2.83 -4.38 -1.61
C -0.84 -8.34 -4.78
C -5.23 -10.11 -0.83
C -2.47 -10.40 -6.46
C -2.98 7.28 1.90
C -0.50 -2.46 3.28
C 0.81 -12.33 -3.47
C 3.94 -2.32 -0.39
C -1.71 -9.01 -6.92
C -1.54 -2.64 2.00
C 0.88 -6.19 -4.68
C -6.41 10.09 1.66
H 0.61 -4.82 -2.26
H -1.92 -7.90 -4.61
H 0.42 13.82 1.02
H 2.30 -4.46 -0.56
H 0.07 -5.33 -4.71
H 3.59 -5.29 -1.71
H 3.11 -2.24 -2.62
H 1.13 8.48 3.27
H -1.82 -11.36 -6.68
H 3.58 -3.03 0.49
H 1.45 -3.51 -3.32
H 0.18 -1.51 3.18
H -1.26 4.28 1.80
H 0.30 11.55 7.37
H 1.23 -8.27 -3.70
H 5.12 -2.23 -0.28
H 6.33 12.51 0.71
H -4.21 -4.59 0.04
H 0.18 -3.41 3.30
H -1.45 1.45 3.46
H 4.68 -3.28 -2.33
H 1.64 -12.23 -2.77
H -3.53 -10.53 -6.98
H -0.85 -9.47 -4.38
H -0.68 4.29 3.60
H 8.03 6.39 2.59
H -0.17 -7.20 -2.89
H -1.16 -2.32 4.24
H 3.05 -5.22 -4.44
H -2.55 -3.75 -2.06
H 3.94 -0.08 -0.16
H -3.31 8.30 1.68
H -6.73 11.11 1.44
H 0.97 -2.85 0.09
H -2.47 3.66 3.20
H 1.24 -6.40 -5.77
H -4.71 -9.17 -1.06
H -0.99 -2.70 -2.24
H -2.11 1.22 1.06
H -1.07 -4.17 -0.96
H 2.54 -6.60 -3.13
H -2.68 -10.38 -5.30
H -0.86 2.49 0.38
*
```

Calculated values
Gap between HOMO and LUMO   7.7 eV
LUMO   -3.9 eV
HOMO energy   -11.5695 eV

=====

# 2
This record from the Open Molecules 2025 dataset describes a structure of composition C29H43Cl2EuF5N3O5Si. The level of theory is wB97M-V/def2-TZVPD.

Structure (ORCA input):
```
! RIJCOSX wB97M-V def2-TZVPD def2/J DEFGRID3
* xyz 0 7
Eu 0.03 0.24 1.85
Cl -0.24 -2.58 -2.54
Cl 1.75 1.37 0.24
Si -0.59 -0.53 -2.73
F 0.62 3.26 7.67
F 2.58 1.77 8.86
F 4.00 -0.05 7.42
F 3.37 -0.50 4.77
F 0.05 2.89 5.00
O -1.45 2.15 1.50
O -0.46 -2.05 1.55
O 1.32 0.90 3.63
O -1.39 -0.19 3.93
O 1.14 -0.25 -2.90
N -1.33 4.09 0.28
N -2.00 0.34 6.07
N -1.13 -4.24 1.56
C 1.31 2.36 6.93
C -1.23 -0.32 -0.94
C -0.16 0.54 -7.06
C 2.47 -1.78 -4.31
C 1.90 1.65 -5.51
C -0.81 3.15 1.08
C 1.02 2.17 5.60
C 2.98 -3.69 -5.85
C 2.00 -0.36 -4.03
C 1.67 1.17 4.83
C 2.39 -2.37 -5.51
C -2.05 -0.77 -3.96
C -3.07 1.24 5.66
C 2.30 1.60 7.55
C -1.18 -4.37 0.10
C -0.71 1.45 -2.92
C -2.73 4.01 -0.13
C 1.38 2.36 -6.59
C 3.20 -2.43 -3.17
C 3.02 0.65 6.81
C -1.20 -5.45 2.37
C 0.35 1.81 -7.36
C 2.71 0.44 5.48
C -0.91 -3.06 2.15
C -1.82 0.16 7.50
C -1.28 -0.34 5.17
C 1.40 0.37 -5.23
C 0.37 -0.18 -5.99
C -0.45 5.00 -0.45
H -0.53 1.73 -3.96
H -1.71 0.65 -0.69
H 0.44 5.18 0.16
H -2.97 -0.48 -3.43
H -0.34 -3.84 -0.37
H 3.00 -1.91 -2.23
H -0.08 2.38 -8.19
H 2.91 -3.49 -3.08
H 1.78 3.35 -6.81
H -2.79 0.01 7.98
H -1.89 -1.13 -0.62
H 2.68 2.05 -4.87
H -1.18 -0.71 7.67
H -1.93 -5.34 3.17
H -0.25 -0.40 -0.43
H -1.16 -3.01 3.22
H -0.57 -1.06 5.61
H -0.98 0.10 -7.64
H -2.17 -1.82 -4.26
H -2.86 2.25 6.03
H -1.00 5.93 -0.64
H 2.59 -4.51 -5.22
H -0.14 4.57 -1.41
H -2.87 3.31 -0.97
H 2.72 -3.91 -6.89
H -1.45 -6.29 1.72
H 0.07 1.90 -2.29
H 2.93 0.17 -3.74
H -4.01 0.90 6.12
H -1.69 1.84 -2.61
H -1.10 -5.44 -0.15
H -2.12 -3.97 -0.30
H 1.96 -1.84 -6.36
H 4.07 -3.69 -5.79
H -0.21 -5.64 2.83
H 0.01 -1.19 -5.74
H 4.29 -2.43 -3.35
H -1.97 -0.14 -4.86
H -3.36 3.70 0.71
H 0.25 3.29 1.30
H -1.35 1.05 7.95
H -3.01 5.01 -0.48
H -3.14 1.23 4.57
*
```

Calculated values
⟨S²⟩   12.0149
Gap between HOMO and LUMO (spin up / spin down)   5.7 / 1.3 eV
LUMO (spin up / spin down)   0.3 / -2.9 eV
Energy above the lowest of the compared OMol25 structures with the same formula, charge and spin   631.1 kJ/mol
HOMO energy (spin up / spin down)   -5.4936 / -4.2359 eV